Entry 1:
The following is a DFT calculation (ωB97M-V with the def2-TZVPD basis set) of CH2P2S3 in the gas phase.

Atoms and positions in Å:
C: -0.4192 0.1104 0.0715
P: -1.5204 -0.3404 1.5403
S: -2.4582 1.9360 0.7411
P: -1.5839 1.1264 -0.9857
S: -2.8104 -0.5997 -1.4162
S: -2.8748 -1.4975 0.4865
H: 0.4037 0.7335 0.4259
H: -0.0116 -0.7633 -0.4440

As for the gap between HOMO and LUMO: 7.6 eV. As for the LUMO energy: -1.2 eV. For the total energy, the calculation gives -1916.60706 Ha. The value obtained for the energy above the lowest of the compared OMol25 structures with the same formula, charge and spin is 16.0 kJ/mol. As for the molecular weight: 172.18 g mol⁻¹. For the max |F|, the calculation gives 2.49 eV/A. As for the total charge: 0.



Entry 2:
The following is a DFT calculation (ωB97M-V with the def2-TZVPD basis set) of C23H24N5O2S3V as an isolated structure.

Atoms and positions in Å:
V: 0.4060 0.6544 -0.7986
S: 0.2793 0.8911 -3.1264
C: -0.7402 -0.4977 -2.8392
C: -1.5016 -1.2218 -3.7449
C: -2.2648 -2.2649 -3.2559
C: -2.2809 -2.5589 -1.8905
C: -1.5128 -1.8040 -1.0401
N: -0.7400 -0.8124 -1.5244
H: -1.4864 -0.9615 -4.7931
H: -2.8615 -2.8554 -3.9391
H: -2.8826 -3.3658 -1.4997
H: -1.4624 -1.9658 0.0300
N: -5.8286 4.3158 1.7207
C: -4.5438 3.9219 1.5405
C: -3.6011 4.0675 2.5716
C: -2.3014 3.6552 2.3944
C: -1.9248 3.0836 1.1797
C: -2.8463 2.9309 0.1396
C: -4.1405 3.3489 0.3179
S: -0.3154 2.5117 0.9876
O: 0.0518 2.6062 -0.4687
O: 0.5588 3.1348 1.9236
N: -0.2825 0.8964 1.0231
C: -0.4107 0.1112 2.1575
S: -0.2772 0.7291 3.7701
C: -0.5243 -0.8629 4.3603
C: -0.6668 -1.7241 3.3270
N: -0.6030 -1.1676 2.0725
H: -6.0936 4.8225 2.5455
H: -6.4719 4.3186 0.9506
H: -3.9018 4.5180 3.5086
H: -1.5697 3.7836 3.1801
H: -2.5365 2.5099 -0.8085
H: -4.8584 3.2507 -0.4862
H: -0.5441 -1.0676 5.4172
H: -0.8234 -2.7878 3.4214
C: 3.5139 -4.1005 -1.1373
N: 2.3315 -3.2676 -1.2671
C: 2.2414 -2.6711 -2.5848
C: 2.0839 -2.3409 -0.1752
C: 2.8664 -1.0357 -0.1955
C: 4.2491 -1.0422 -0.0381
C: 4.9885 0.1323 -0.0731
C: 4.3583 1.3613 -0.2131
C: 2.9794 1.4029 -0.3112
C: 2.2465 0.2093 -0.3516
H: 3.4303 -4.9443 -1.8234
H: 3.5827 -4.4940 -0.1232
H: 4.4503 -3.5766 -1.3787
H: 2.2574 -3.4600 -3.3372
H: 3.0655 -1.9752 -2.8056
H: 1.3025 -2.1267 -2.6852
H: 2.3015 -2.8595 0.7606
H: 1.0167 -2.1081 -0.1508
H: 4.7551 -1.9840 0.1244
H: 6.0645 0.0892 0.0327
H: 4.9282 2.2801 -0.2100
H: 2.4895 2.3676 -0.3809

As for the gap between HOMO and LUMO (alpha / beta): 6.3 / 6.9 eV. As for the LUMO energy (alpha / beta): -4.5 / -3.9 eV. For the total energy, the calculation gives -3453.46941 Ha. The value obtained for the energy above the lowest of the compared OMol25 structures with the same formula, charge and spin is 0.0 kJ/mol. As for the molecular weight: 549.62 g mol⁻¹. For the max |F|, the calculation gives 0.70 eV/A. As for the total charge: +1. Its spin multiplicity is 2.



Entry 3:
The following is a DFT calculation (ωB97M-V with the def2-TZVPD basis set) of a 9-piece molecular cluster, C22H48Br10N4O4 overall.

Atoms and positions in Å:
C: 2.4495 37.6147 11.2796
N: 2.4184 37.4733 12.7068
C: 2.6359 36.1523 13.2611
C: 1.8628 38.4453 13.4633
O: 1.5631 39.5620 13.0773
H: 1.6098 37.0829 10.8236
H: 3.3828 37.2092 10.8816
H: 2.4215 38.6762 11.0517
H: 1.9132 35.4578 12.8270
H: 3.6290 35.8284 12.9293
H: 2.6491 36.1957 14.3424
H: 1.7078 38.1347 14.5109
C: 4.7576 26.7543 13.3647
N: 6.1034 26.6219 12.8276
C: 6.7128 27.7949 12.2521
C: 6.7393 25.4330 12.7868
O: 7.7953 25.2291 12.2323
H: 4.7148 27.6572 13.9874
H: 4.4555 25.8961 13.9529
H: 4.0554 26.9855 12.5498
H: 6.4065 28.6895 12.7870
H: 7.7843 27.6263 12.1857
H: 6.3933 27.9392 11.2101
H: 6.1777 24.6706 13.3559
C: 5.6171 34.0079 10.9391
N: 5.8959 32.6698 11.3853
C: 7.2443 32.3944 11.8265
C: 5.0519 31.6469 11.1226
O: 5.2457 30.4720 11.4160
H: 4.5719 34.1185 10.6576
H: 6.2884 34.3654 10.1473
H: 5.8270 34.7011 11.7646
H: 7.7197 33.3113 12.1805
H: 7.2733 31.7461 12.7003
H: 7.8441 31.9736 11.0158
H: 4.1424 31.9891 10.6013
C: 6.4281 30.1501 5.0346
N: 6.0730 31.2977 5.8304
C: 5.4948 32.4293 5.1411
C: 6.1793 31.2578 7.1679
O: 5.8460 32.1480 7.9186
H: 5.5801 29.6050 4.6102
H: 7.0180 29.4456 5.6236
H: 7.0800 30.4459 4.2053
H: 6.1976 32.8474 4.4146
H: 4.6380 32.0916 4.5431
H: 5.1882 33.1937 5.8384
H: 6.6355 30.3197 7.5000
Br: 3.0917 33.1562 15.2978
C: 2.9575 31.8233 13.8818
C: 3.4464 30.4804 14.3242
Br: 5.3583 30.5721 14.7785
H: 3.6040 32.2071 13.1011
H: 1.9230 31.8030 13.5577
H: 3.3896 29.7402 13.5321
H: 2.9871 30.1246 15.2390
Br: 9.7786 31.2579 14.2797
C: 10.6339 32.8322 13.5226
C: 12.0350 32.8962 14.0550
Br: 12.9500 34.4219 13.2761
H: 10.0426 33.6785 13.8585
H: 10.6109 32.7901 12.4378
H: 12.5888 32.0071 13.7774
H: 12.0499 33.0016 15.1338
Br: 1.9255 34.5295 7.6758
C: 1.9143 32.6481 8.1240
C: 1.1047 32.4014 9.3567
Br: 1.8390 33.3718 10.8734
H: 2.9312 32.2813 8.2245
H: 1.4124 32.1347 7.3048
H: 1.0988 31.3472 9.6191
H: 0.0904 32.7657 9.2444
Br: 9.6929 33.8064 9.3552
C: 8.7412 34.0138 7.6614
C: 8.5482 35.4763 7.3582
Br: 7.9868 35.6352 5.5043
H: 7.7780 33.5553 7.8602
H: 9.3023 33.5226 6.8783
H: 9.4619 36.0547 7.4400
H: 7.7550 35.9397 7.9326
Br: 8.9774 29.8260 8.9013
C: 10.3569 29.8779 10.2574
C: 11.5715 30.5680 9.7258
Br: 12.8463 30.9271 11.1315
H: 10.5692 28.8490 10.5428
H: 9.9467 30.3020 11.1742
H: 11.3505 31.4683 9.1631
H: 12.0870 29.9225 9.0154

As for the gap between HOMO and LUMO: 9.0 eV. As for the LUMO energy: 0.1 eV. For the total energy, the calculation gives -27127.21299 Ha. The value obtained for the energy above the lowest of the compared OMol25 structures with the same formula, charge and spin is 120.2 kJ/mol. As for the molecular weight: 1231.69 g mol⁻¹. For the max |F|, the calculation gives 1.24 eV/A. As for the total charge: 0.